# C80H188N8O18

A 14-piece molecular cluster, C80H188N8O18 overall in a non-equilibrium geometry (wB97M-V/def2-TZVPD, the OMol25 dataset).

Summary:
- Highest occupied orbital energy: -7.8 eV
- HOMO-LUMO gap: 8.3 eV
- Electronic energy: -134767.4178 eV
- Largest force on an atom: 0.0821 Eh/bohr
- LUMO: 0.48 eV

ORCA input file:
```
! wB97M-V def2-TZVPD RIJCOSX def2/J DEFGRID3
* xyz 0 1
C -18.67916 -28.38374 16.34237
O -17.25175 -28.34913 16.25857
C -16.63408 -28.79704 17.50034
C -16.71980 -27.83215 18.64570
O -17.98630 -27.61128 19.15912
C -18.58835 -28.65759 19.95947
C -20.04816 -28.38934 19.95707
O -20.59593 -28.71728 18.74798
C -21.94267 -28.52966 18.65326
H -19.11273 -28.64861 15.34913
H -19.03984 -27.42249 16.63985
H -19.01796 -29.10973 17.06128
H -15.56695 -28.97296 17.35433
H -16.90793 -29.78981 17.81285
H -16.34160 -26.88994 18.16976
H -16.00700 -28.10679 19.45891
H -18.24942 -28.64821 21.05266
H -18.35785 -29.66812 19.57011
H -20.27399 -27.33794 20.21391
H -20.54489 -29.01321 20.78907
H -22.20107 -27.46065 18.76836
H -22.50518 -29.06270 19.41048
H -22.18548 -28.79253 17.60170
C -14.71539 -30.32269 24.72391
O -14.58825 -29.09631 25.37544
C -14.18627 -29.35338 26.72158
C -13.73424 -28.06264 27.41872
O -14.87765 -27.27495 27.65296
C -14.53061 -25.98061 28.03872
C -15.69194 -25.07908 27.68369
O -15.87439 -25.13417 26.30943
C -16.76269 -24.18496 25.78287
H -14.96338 -30.19476 23.64070
H -15.44650 -30.95911 25.23465
H -13.72831 -30.78200 24.75043
H -13.41685 -30.15011 26.70469
H -15.10432 -29.66091 27.27195
H -13.02455 -27.58083 26.75238
H -13.23372 -28.24520 28.33761
H -13.64879 -25.63952 27.51668
H -14.44477 -25.88522 29.15015
H -15.51542 -24.06168 27.89045
H -16.64705 -25.31314 28.19872
H -17.81102 -24.34623 25.98772
H -16.68289 -24.04607 24.71501
H -16.47905 -23.21732 26.18882
C -15.45754 -36.81572 16.61568
O -14.65840 -35.71799 16.28556
C -15.46689 -34.76862 15.60496
C -14.66627 -33.55625 15.24670
O -14.67186 -32.52835 16.24048
C -13.95089 -31.41777 15.78879
C -14.83581 -30.38062 15.15700
O -15.19990 -30.82310 13.87873
C -15.83886 -29.80263 13.12083
H -15.93553 -37.29926 15.73152
H -16.26173 -36.33271 17.19776
H -15.02806 -37.56637 17.29462
H -16.28826 -34.48791 16.31021
H -15.98842 -35.14133 14.70178
H -15.03954 -33.16486 14.23772
H -13.53230 -33.88744 15.16912
H -13.14382 -31.74380 15.05159
H -13.46231 -30.88968 16.60805
H -14.25200 -29.45596 14.93428
H -15.77329 -30.17645 15.67574
H -16.61996 -29.39225 13.72779
H -16.34343 -30.13534 12.19781
H -15.04951 -29.09052 12.80250
C -20.49814 -30.75760 22.90458
O -19.90100 -29.58167 23.41650
C -18.87480 -29.97730 24.30277
C -18.07383 -28.77423 24.71150
O -17.14501 -28.43589 23.66935
C -16.99676 -27.08763 23.61447
C -16.34195 -26.55472 22.31629
O -16.43994 -25.19858 22.30586
C -16.14881 -24.82723 20.97984
H -21.47353 -30.39224 22.49907
H -20.83795 -31.35082 23.76948
H -19.87989 -31.37327 22.24940
H -18.21245 -30.73588 23.81747
H -19.33826 -30.39603 25.18834
H -17.40392 -29.01690 25.57982
H -18.73232 -27.93952 24.91655
H -16.41353 -26.71044 24.49254
H -17.96590 -26.55430 23.74690
H -16.86807 -27.01689 21.42597
H -15.36435 -26.89618 22.31180
H -16.43202 -23.70207 20.87968
H -16.76885 -25.33746 20.31391
H -15.09010 -25.04376 20.81153
C -11.72310 -26.26534 9.86232
O -11.45910 -24.97772 10.41047
C -10.54815 -24.93772 11.50050
C -10.80697 -23.73052 12.32482
O -10.71974 -22.40113 11.82385
C -11.82671 -21.93778 11.16802
C -11.66842 -20.45788 10.92476
O -12.14428 -19.65822 11.91363
C -11.79406 -18.30669 11.93050
H -10.89849 -26.81336 9.51276
H -12.26015 -26.02842 8.95645
H -12.28199 -26.83164 10.57515
H -9.51946 -24.89249 11.10715
H -10.63581 -25.82298 12.20282
H -10.16597 -23.72318 13.20773
H -11.86186 -23.86373 12.81587
H -12.70542 -22.12296 11.67267
H -11.86630 -22.49764 10.22586
H -12.10124 -20.28211 9.94087
H -10.57978 -20.28320 10.87937
H -10.70267 -18.17161 11.86152
H -12.20969 -17.80644 12.78597
H -12.24799 -17.80644 11.01672
C -13.60946 -26.61888 13.03033
O -13.17642 -26.84808 14.43057
C -14.21976 -26.52184 15.38955
C -13.68319 -26.67358 16.76585
O -13.56936 -28.09821 17.04191
C -12.47325 -28.40452 17.87979
C -12.40547 -27.70464 19.22357
O -11.39925 -26.70748 19.40044
C -10.09898 -27.27929 19.56813
H -14.46897 -27.24065 12.63842
H -12.73242 -26.81724 12.38880
H -13.80900 -25.51638 12.95800
H -15.08673 -27.17186 15.32256
H -14.66509 -25.51904 15.30221
H -14.35630 -26.22844 17.51060
H -12.72410 -26.15844 16.87031
H -11.54527 -28.11073 17.30705
H -12.44403 -29.45645 18.05120
H -12.13455 -28.59002 19.86203
H -13.34358 -27.23435 19.53460
H -9.53005 -26.41924 19.82339
H -9.65619 -27.70830 18.70823
H -10.19940 -28.02293 20.36029
C -11.38400 -26.53806 23.86328
C -12.68892 -25.91644 23.26515
C -13.78131 -25.36819 24.22183
C -13.21525 -24.50002 25.24939
N -12.68886 -23.82412 26.00654
H -10.89782 -25.78913 24.53441
H -10.70808 -26.64747 23.05108
H -11.50287 -27.55404 24.26824
H -13.13925 -26.74793 22.73571
H -12.48017 -25.13824 22.51953
H -14.25573 -26.19054 24.83333
H -14.46729 -24.77963 23.64272
C -10.27095 -29.32319 13.12417
C -10.59391 -28.89922 14.52327
C -9.51001 -28.37350 15.41842
C -8.99513 -27.08761 14.99214
N -8.61795 -26.07066 14.57256
H -10.01073 -30.37368 13.01815
H -9.42584 -28.81722 12.73509
H -11.08787 -29.29630 12.36851
H -11.05298 -29.79253 15.01277
H -11.31860 -28.08553 14.43293
H -8.73817 -29.11671 15.32843
H -9.85951 -28.26263 16.48205
C -9.75439 -19.10729 14.95510
C -8.56970 -19.72546 15.59353
N -8.93522 -20.68651 16.62302
C -9.21934 -21.98197 16.00831
C -9.29239 -23.15574 16.94846
C -9.95684 -20.23054 17.58116
C -9.53769 -18.96669 18.32555
H -10.32418 -19.90027 14.41697
H -9.45556 -18.36986 14.19221
H -10.25442 -18.50623 15.73923
H -7.97364 -20.21458 14.78433
H -7.99605 -18.85919 15.98494
H -10.17541 -21.99129 15.43325
H -8.38398 -22.18730 15.31412
H -8.38332 -23.30752 17.50444
H -10.12934 -23.14516 17.67848
H -9.39042 -24.02358 16.33654
H -10.10637 -20.99057 18.32733
H -10.91545 -20.01690 17.01929
H -8.71873 -19.25980 19.00730
H -10.40845 -18.65206 18.92622
H -9.29688 -18.10877 17.63721
C -7.47222 -27.58852 22.15342
C -7.98153 -28.95187 21.62077
N -7.32576 -30.09466 22.22468
C -8.18560 -31.29067 22.38605
C -8.17852 -31.91459 23.75602
C -5.99398 -30.31336 21.75485
C -5.11208 -31.15615 22.64669
H -7.35407 -27.57990 23.24224
H -8.19920 -26.77946 21.85080
H -6.55853 -27.32977 21.70004
H -9.03944 -29.05836 21.77385
H -7.80166 -28.75742 20.56476
H -9.19476 -31.06321 22.15251
H -7.96148 -32.12923 21.65099
H -7.19422 -32.35243 23.98631
H -8.27336 -31.19860 24.53188
H -9.02690 -32.62097 23.92520
H -5.39227 -29.42039 21.64600
H -6.08133 -30.75612 20.71401
H -4.10870 -31.24150 22.24169
H -5.47015 -32.17767 22.78889
H -5.10577 -30.65113 23.60104
C -11.66604 -32.06794 18.74626
C -13.05543 -32.04441 19.44107
N -13.08029 -30.88617 20.32497
C -12.45036 -31.11590 21.61591
C -12.24530 -29.86130 22.42234
C -14.43431 -30.34354 20.38805
C -15.58485 -31.26428 20.91890
H -11.49576 -31.10797 18.32628
H -11.73560 -32.77990 17.89796
H -10.83250 -32.38830 19.38125
H -13.84859 -32.07547 18.64121
H -13.12140 -32.92448 20.00460
H -12.96351 -31.85284 22.14729
H -11.44248 -31.57143 21.36572
H -11.78301 -28.94837 21.91265
H -13.10931 -29.37704 22.85848
H -11.57490 -30.11085 23.22173
H -14.68022 -29.94996 19.43320
H -14.34320 -29.45254 21.09671
H -16.45365 -30.62672 21.10616
H -15.32048 -31.67832 21.86627
H -15.90140 -32.10488 20.25535
C -10.25343 -23.42786 20.94229
C -9.47884 -22.11750 21.15226
N -9.49360 -21.52872 22.48077
C -9.12420 -22.52388 23.52131
C -7.74439 -23.18378 23.40652
C -10.81236 -20.89593 22.72471
C -11.00391 -20.24422 24.11358
H -11.30141 -23.41230 21.25221
H -9.91328 -24.12587 21.66773
H -10.15682 -23.83433 19.90021
H -8.42278 -22.45520 20.95443
H -9.81843 -21.37451 20.46421
H -9.06437 -21.99527 24.43897
H -9.85833 -23.31818 23.58303
H -7.02386 -22.36381 23.23466
H -7.50996 -23.76649 24.29095
H -7.62398 -23.83649 22.54792
H -11.67395 -21.60663 22.62824
H -10.91767 -20.10389 21.97701
H -11.76228 -19.48694 23.95732
H -10.14923 -19.68039 24.42635
H -11.34778 -20.91705 24.82318
C -13.84692 -21.46993 15.92101
C -14.21585 -22.99949 16.01072
N -15.13342 -23.37101 17.05330
C -16.56141 -22.96806 16.70259
C -17.44163 -24.23084 16.58769
C -14.73693 -22.82446 18.29624
C -13.43661 -23.39350 18.83759
H -13.16815 -21.34869 16.80447
H -14.73489 -20.83124 15.95896
H -13.36421 -21.15648 14.97204
H -14.63948 -23.37469 15.03430
H -13.21595 -23.46769 16.21935
H -16.84778 -22.30626 17.55392
H -16.58954 -22.38555 15.77794
H -16.96813 -24.94604 15.88782
H -17.48697 -24.84781 17.47259
H -18.43641 -24.05534 16.15785
H -15.49328 -23.04794 19.05151
H -14.61656 -21.73658 18.33750
H -12.54632 -23.30548 18.15875
H -13.48968 -24.50173 19.05527
H -13.22805 -22.85299 19.79846
C -15.41495 -23.82559 10.21476
C -16.50252 -24.20538 11.19464
N -16.95219 -25.56997 11.15485
C -17.83241 -25.65714 10.00122
C -18.19493 -27.17327 9.68466
C -17.61448 -25.97474 12.38229
C -18.99317 -25.40537 12.59537
H -15.67642 -24.03218 9.16578
H -14.54254 -24.47083 10.34492
H -15.13761 -22.81686 10.41116
H -16.01004 -23.94981 12.13001
H -17.32452 -23.45676 11.04965
H -18.77973 -25.07540 10.13790
H -17.30344 -25.27989 9.13415
H -19.01842 -27.35100 9.05743
H -17.23537 -27.47808 9.23382
H -18.36188 -27.65348 10.61199
H -16.93087 -25.64434 13.13886
H -17.69523 -27.04169 12.50625
H -19.73067 -25.77084 11.83594
H -18.89900 -24.29619 12.57905
H -19.33413 -25.59695 13.56628
*
```

Löwdin population analysis, charges in e, atoms 1 to 2:
1. C -0.081
2. O -0.187